15
Properties=species:S:1:pos:R:3:forces:R:3:mulliken_charge:R:1 method="wB97M-V/def2-TZVPD" total_energy_ev=-10771.124 e_above_lowest_kj_mol=831.98 max_force_ha_per_bohr=0.125 homo_ev=-7.6 orbital_gap_ev=7.3
O 0.346920 0.457146 -2.438618 -0.17 -3.42 -3.57 -0.548
N 0.428006 0.189916 -1.111773 -4.68 4.27 -1.01 0.260
N 0.959852 -1.433791 0.386961 1.23 -2.04 0.28 -0.629
N -0.182129 -1.267227 1.113851 -1.29 0.24 -1.02 -0.112
C -0.089562 1.247586 1.067036 1.25 -0.99 2.51 -0.629
C -0.903035 -0.066307 0.908235 -3.03 0.51 2.85 -0.093
C 1.124257 -0.815715 -0.703196 1.61 -3.58 -0.96 -0.005
C -0.740409 0.688284 -0.269144 3.04 1.97 -0.94 -0.490
H -1.443316 1.429891 -0.605559 -0.28 -0.75 -1.16 0.409
H -0.002833 -1.255298 2.070855 0.86 -0.72 1.80 0.263
H -2.023292 -0.089115 1.320573 2.66 -0.01 -0.71 0.336
H 0.179346 -0.642527 -3.225091 0.23 3.96 3.35 0.313
H 1.031069 0.903906 1.004108 -2.16 1.20 0.61 0.276
H 1.660407 -1.306247 -1.574185 0.42 0.82 1.58 0.365
H -0.345280 1.959498 2.055947 0.32 -1.48 -3.61 0.284